Computed, not measured: 13 unconnected molecules or ions with the total composition C78H117N21O22P4, with ωB97M-V/def2-TZVPD.

Calculated values
Max |F|, Eh/bohr: 0.0888
Energy relative to the best compared isomer or geometry (same formula, charge and spin), kcal/mol: 27.33

Positions of all 242 atoms, in Å:
H 0.705 -3.593 1.170
H -1.572 4.703 2.730
H 0.837 5.613 -4.076
H -1.378 1.003 -1.540
H 4.493 2.086 -1.355
C -3.838 -3.896 0.942
H 1.396 -0.955 -1.371
H 5.268 1.683 1.201
C -5.703 -6.458 3.471
H 7.924 1.984 -3.879
C 0.068 -1.148 5.855
H 1.981 5.996 4.657
C -1.020 0.712 -7.620
H -1.633 -5.009 2.430
C -3.319 3.830 2.085
H -4.209 0.952 -5.085
C 2.817 5.980 3.973
H -2.660 -6.591 -3.661
H -6.765 -6.659 3.616
H -1.405 -8.987 1.929
H -4.821 -3.864 0.473
H 0.685 -2.968 -3.304
H 3.962 1.655 9.368
H 3.943 2.202 5.062
H -0.735 -0.331 -7.760
C -6.280 2.775 -3.152
C 0.711 -6.428 2.945
H -3.118 -3.669 0.156
C -1.033 1.863 -5.412
H 5.732 6.305 1.443
C 0.409 4.370 -7.297
C 3.723 2.021 7.235
C -0.166 5.534 -3.683
C 8.942 1.439 -1.052
H -2.222 -6.807 -0.741
H 1.610 -7.640 1.428
C -7.355 -2.930 -0.569
H 5.060 -1.523 -0.297
N 8.304 0.401 -1.933
O -1.704 8.043 0.478
H -1.506 2.744 -5.846
C 6.876 2.257 -3.755
H 0.247 0.820 -0.991
O -9.118 -3.555 1.565
N -3.257 -2.716 6.710
C -1.919 -0.838 7.779
C -2.074 -1.841 6.747
C 1.748 -4.362 3.589
H 6.803 3.343 -3.818
H -0.640 4.078 -7.349
N -6.647 2.139 -5.493
H -0.227 -6.993 -2.873
H -3.073 2.980 2.704
N 0.601 0.540 2.127
H 0.696 4.531 -6.258
C -2.541 5.501 -4.056
C 4.718 7.086 3.154
C -0.614 -6.025 -3.157
N -5.227 -7.315 2.299
H 5.835 0.200 9.202
H 1.965 1.377 -3.285
O -9.430 -1.427 1.948
H 1.384 0.298 -4.495
H -5.262 -0.998 -2.319
C -1.016 -2.004 5.820
H 5.336 7.972 3.185
H -5.894 -3.384 -2.133
H 8.754 -1.532 -1.701
H -5.178 3.102 1.448
H -0.657 0.759 8.554
H -5.297 -9.290 1.587
H 2.883 2.697 7.286
C 0.338 -3.091 0.274
H -1.740 4.433 -0.942
H 2.742 3.741 -4.124
C -5.842 2.108 -4.265
C -2.447 4.874 2.121
C 5.212 0.798 5.897
H 1.342 -5.219 -2.859
N -0.247 1.310 -6.534
H 9.245 1.062 -0.075
C -7.294 -0.739 0.371
N 0.741 -1.718 0.574
H -0.968 5.908 -5.502
C -3.763 1.537 -3.005
H -1.129 -2.751 5.048
H -3.120 -9.229 2.456
H 6.637 -1.533 0.433
C -2.657 6.049 1.345
C -0.374 5.124 -2.350
H 3.332 -5.881 0.917
C -4.809 5.090 0.658
H 0.783 -3.399 -0.672
C 4.253 1.728 5.981
C 5.450 0.615 8.283
C -1.441 -3.393 -3.521
O 4.453 -3.651 1.323
O -7.692 2.778 -5.523
H 6.394 1.792 -4.614
O 5.011 0.450 3.582
C 1.972 0.290 2.647
H -2.686 -0.785 8.537
C -0.101 -3.709 -3.323
N -1.697 7.262 1.439
C 9.174 -0.717 -2.291
H -0.040 -4.938 4.468
H -0.720 1.954 -0.218
C -0.775 0.948 -0.634
C -2.350 -8.507 2.183
C 1.780 -1.187 -0.378
C 2.586 -5.735 1.684
H 9.125 -0.913 -3.362
H 4.223 2.162 -3.087
H 3.931 2.962 -5.083
H -6.134 -8.954 3.126
O 6.923 0.116 4.531
C 3.009 5.008 2.975
C 4.023 5.109 2.105
H -2.965 -0.702 -0.821
N -1.298 -0.097 0.332
C -2.706 5.163 -2.710
C 4.340 1.493 8.369
H -3.749 -3.045 1.618
C -5.566 2.747 -1.996
H 2.814 4.036 -5.900
C 4.907 6.200 2.132
H 1.906 -3.461 4.164
C -0.063 1.752 2.646
P -4.201 -6.692 1.087
C -6.374 -2.647 -1.507
C -3.839 6.067 0.552
C -1.752 -7.225 0.149
H 1.144 0.398 6.771
H 0.237 3.233 -9.650
C 0.229 -0.173 6.828
C 2.133 1.070 -4.317
N 1.973 2.167 -5.262
H 2.090 -0.227 0.033
C -6.441 -0.414 -0.632
H -2.759 1.145 -2.940
O 2.469 8.133 5.702
H 9.861 1.714 -1.569
H -3.679 5.058 -2.252
H 10.232 -0.612 -2.052
C 0.684 -5.262 3.734
H -5.749 5.289 0.165
H -5.970 3.269 -1.142
H 5.213 -0.884 1.293
N -1.891 -2.025 -3.632
N 0.753 4.827 -1.417
N 6.247 1.902 -2.510
C 6.173 1.444 0.643
H 6.897 1.160 1.407
O -1.025 -1.545 2.627
H 0.052 -7.257 3.154
C -1.940 -5.801 -3.504
C -7.838 -2.027 0.406
C 1.236 3.165 -9.220
P 6.573 0.333 -1.918
H 6.624 -0.586 6.932
H -6.146 0.624 -0.583
H 6.495 2.309 0.063
H 3.089 0.565 -4.458
H -1.758 1.141 -5.038
C -1.279 5.652 -4.500
H 1.901 3.957 -9.564
H -1.031 1.867 2.158
O -3.403 -3.383 5.684
H 0.465 2.670 2.388
N 5.757 0.425 4.549
H 2.715 0.975 2.239
H 2.269 4.222 2.949
H -7.634 -0.011 1.093
H -3.289 0.411 0.620
C 5.882 0.193 7.035
O -3.108 -1.811 -3.696
N 6.053 0.310 -0.290
C -4.283 2.215 -1.975
H 0.921 -1.401 5.243
N -2.801 -7.670 1.071
H -0.470 2.080 -4.504
C -1.609 4.879 -1.917
H 4.961 3.564 -2.371
C 0.316 -4.979 -3.094
H -2.181 -7.899 3.071
P -0.306 -0.799 1.565
H -5.180 -6.763 4.377
H -7.572 -3.984 -0.477
H -7.193 3.349 -3.214
O -4.030 -2.774 7.694
C -5.948 -1.343 -1.560
C -2.349 -4.464 -3.655
H -6.804 -8.427 1.560
O -6.215 1.502 -6.463
O 5.950 -0.676 -2.828
H -5.515 -5.386 3.401
P 1.395 1.717 -6.828
C -2.728 -0.427 0.207
C 3.696 7.028 4.136
H -0.769 1.182 -8.571
C -4.503 3.944 1.412
N 3.590 8.008 5.272
N 1.164 3.184 -7.740
C 2.685 -4.631 2.566
H -2.896 -1.291 0.851
C 1.642 -6.678 1.919
O 4.497 8.828 5.579
H -2.821 -4.108 3.214
C -2.677 -5.078 2.737
H 1.771 2.275 -9.552
C -5.890 -8.561 2.139
H 8.480 2.426 -1.042
H 4.159 4.287 1.418
O 1.763 5.487 -1.692
O -4.798 -6.662 -0.288
H -2.105 0.759 -7.535
H -1.141 -6.512 0.703
H -1.107 -8.033 -0.198
H -3.582 2.245 -1.155
H 0.721 5.230 -7.889
O 2.251 0.668 -7.523
H -3.946 6.953 -0.056
H -3.375 5.797 -4.675
C 2.893 3.293 -5.106
C 4.894 2.479 -2.289
H -0.741 -3.231 0.211
C -0.770 0.039 7.756
C 5.729 -0.939 0.334
N -8.791 -2.329 1.448
H -3.395 -4.211 -3.750
N -3.659 -5.192 1.652
O 0.670 3.895 -0.603
C -4.562 1.464 -4.202
O -0.964 -1.193 -3.568
H -0.261 1.588 3.705
O 3.985 -2.708 3.089
H 1.951 0.419 3.730
N 3.768 -3.629 2.312
O -0.776 7.157 2.230
H 2.360 -0.694 2.385
H -2.734 -5.730 3.608
H 2.717 -1.742 -0.343